Record 1
Computed, not measured: 2 unconnected molecules or ions with the total composition C2H6NP, with ωB97M-V/def2-TZVPD.

## Properties
* multiplicity: 1
* DFT total energy: -475.788593 hartree
* highest occupied orbital energy: -0.34255 Ha
* energy relative to the best compared isomer or geometry (same formula, charge and spin): 179.9 kJ/mol
* LUMO: 0.585 eV

Last column: Mulliken charge in e.
Geometry (Å):
C1 -0.841 -0.361 -0.267  -0.1612
C2 0.241 0.587 -0.073  -0.5998
N1 -1.974 -0.150 0.263  -0.5715
P1 1.844 -0.238 0.051  -0.0766
H1 -0.696 -1.239 -0.851  0.4352
H2 0.344 1.269 -1.493  0.2088
H3 -0.147 1.429 0.471  0.4057
H4 -2.656 -1.016 0.184  0.2547
H5 1.408 -1.150 1.092  0.0542
H6 2.477 0.871 0.624  0.0505


Record 2
Computed, not measured: 3 unconnected molecules or ions with the total composition C25H53BNO11P2, with ωB97M-V/def2-TZVPD.

## Properties
* multiplicity: 2
* DFT total energy: -2574.150386 hartree
* highest occupied orbital energy (spin up / spin down): -0.33144 / -0.35405 Ha
* LUMO (spin up / spin down): -1.280 / -1.280 eV
* ⟨S²⟩: 0.7541

Last column: Mulliken charge in e.
Geometry (Å):
C1 6.026 2.806 3.114  -0.1094
C2 4.902 2.415 3.408  -1.7676
C3 3.495 1.884 3.920  2.3292
B1 2.394 2.725 3.032  0.3542
O1 2.808 3.971 2.481  -0.5282
O2 1.077 2.240 2.808  -0.2512
C4 0.364 2.529 4.062  0.1357
C5 -1.203 2.424 3.891  -1.1431
C6 3.465 0.323 3.597  -1.5484
C7 3.009 -0.653 4.758  1.3769
C8 4.123 -1.808 4.913  -1.3784
C9 1.707 -1.440 4.204  -1.5492
N1 2.593 -0.035 6.035  0.5983
O3 2.419 -0.936 6.969  -0.6034
C10 3.437 1.093 6.495  1.2077
C11 4.914 0.717 6.932  -1.5142
C12 2.723 1.656 7.831  -1.5022
C13 3.410 2.297 5.463  -1.5198
H1 6.819 3.439 2.640  0.4301
H2 3.054 4.559 3.222  0.3436
H3 0.683 1.748 4.822  -0.0430
H4 0.716 3.540 4.434  0.2985
H5 -1.658 2.742 4.882  0.4034
H6 -1.456 1.346 3.657  0.2086
H7 -1.598 3.053 3.040  0.2471
H8 2.758 0.187 2.712  0.0519
H9 4.475 -0.026 3.205  0.4857
H10 4.171 -2.296 3.885  0.4094
H11 3.831 -2.598 5.659  0.3523
H12 5.142 -1.348 5.124  0.2891
H13 1.612 -2.393 4.822  0.3912
H14 1.809 -1.714 3.117  0.3826
H15 0.773 -0.842 4.419  0.2702
H16 5.606 0.581 6.043  0.3079
H17 5.323 1.619 7.497  0.4130
H18 4.930 -0.152 7.651  0.3440
H19 3.026 0.950 8.664  0.3745
H20 3.051 2.708 8.069  0.3402
H21 1.595 1.548 7.741  0.3337
H22 2.507 2.944 5.714  0.2879
H23 4.312 2.948 5.708  0.4566
O4 -4.154 1.858 -0.356  -0.7634
P1 -3.581 0.580 -0.941  0.8290
O5 -2.112 1.215 -1.371  -0.3030
C14 -1.211 1.613 -0.349  -0.4798
C15 -0.617 0.417 0.370  -0.3374
O6 -4.309 0.673 -2.418  -0.2674
C16 -5.464 1.479 -2.624  -0.3955
C17 -5.077 2.867 -3.098  -1.0951
O7 -2.973 -0.919 -1.498  0.0985
C18 -3.058 -2.039 -0.618  -0.2494
C19 -4.411 -2.172 0.052  -1.2368
H24 -1.709 2.284 0.359  0.2889
H25 -0.412 2.180 -0.831  0.3433
H26 -1.375 -0.072 0.992  0.1193
H27 0.203 0.725 1.023  -0.0474
H28 -0.245 -0.323 -0.342  0.2629
H29 -6.083 1.515 -1.726  0.3667
H30 -6.065 0.991 -3.398  0.3703
H31 -4.358 3.341 -2.428  0.2603
H32 -5.958 3.509 -3.173  0.3839
H33 -4.599 2.814 -4.079  0.2747
H34 -2.264 -1.973 0.131  0.2857
H35 -2.862 -2.931 -1.218  0.3314
H36 -4.596 -1.338 0.740  0.3481
H37 -4.466 -3.099 0.626  0.3867
H38 -5.213 -2.165 -0.690  0.3259
O8 -2.139 -3.349 -6.078  -0.7428
P2 -1.144 -2.374 -6.680  1.1290
O9 -1.730 -0.993 -5.989  -0.4432
C20 -1.613 -0.827 -4.582  -0.0809
C21 -0.177 -0.565 -4.170  -0.8501
O10 -1.857 -2.225 -8.161  -0.3344
C22 -2.794 -3.187 -8.630  -0.3211
C23 -4.211 -2.779 -8.276  -1.0436
O11 0.118 -1.441 -7.352  -0.2670
C24 1.457 -1.883 -7.137  -0.1523
C25 1.642 -3.369 -7.373  -1.1511
H39 -2.015 -1.699 -4.059  0.2562
H40 -2.229 0.032 -4.308  0.1146
H41 0.427 -1.472 -4.285  0.2398
H42 -0.124 -0.260 -3.122  0.1384
H43 0.272 0.213 -4.790  0.2986
H44 -2.553 -4.184 -8.255  0.3106
H45 -2.696 -3.230 -9.719  0.3441
H46 -4.323 -2.580 -7.208  0.2714
H47 -4.921 -3.559 -8.560  0.3598
H48 -4.481 -1.856 -8.794  0.2746
H49 1.770 -1.614 -6.124  0.2052
H50 2.091 -1.324 -7.829  0.3350
H51 1.095 -3.959 -6.628  0.3623
H52 2.697 -3.640 -7.306  0.3873
H53 1.263 -3.655 -8.357  0.2939